The following is a quantum chemistry calculation of a 14-piece molecular cluster, C5H37NO14S overall, from the Open Molecules 2025 dataset.

Properties
LUMO: 0.0038 eV
Calculated total energy: -1719.0368 hartree
Energy relative to the best compared isomer or geometry (same formula, charge and spin): 0.0 kJ/mol
HOMO: -9.1 eV
Total charge: 0
Multiplicity: 1
Gap between HOMO and LUMO: 9.072 eV

Last column: Löwdin charge in e.
Positions of all 58 atoms, in Å:
H (3.72220, 1.59730, -0.37972)  0.01
N (-0.45883, -0.49445, 0.11533)  -0.03
O (1.48150, -2.22882, -3.24859)  -0.11
H (-4.72822, 0.39693, -0.31670)  0.00
H (1.12569, -2.05815, 2.41256)  0.03
H (2.77733, -0.67540, 2.85299)  0.01
H (0.66136, -1.80887, -1.17527)  0.14
H (3.01888, -1.48306, -0.36732)  0.04
H (-2.35449, -2.16215, -0.68664)  0.03
C (-0.72449, -0.55731, -2.34139)  -0.16
O (-0.53295, -1.89351, 2.59756)  -0.12
H (2.06584, -1.89362, -2.57357)  -0.03
H (1.21749, 0.66025, -0.66382)  0.09
H (4.80204, 2.00332, 1.56276)  0.00
O (3.04543, -1.26656, -1.31283)  -0.11
O (-1.75092, 0.45117, 3.11773)  -0.10
H (0.34545, 2.74436, -1.47490)  -0.02
H (-1.26500, 0.06706, 0.13588)  0.07
H (-0.64125, -1.68291, 1.62790)  0.02
H (1.57243, 2.05262, 1.21111)  0.08
O (-2.47739, 1.83147, 0.91343)  -0.11
O (2.96576, 0.21912, 3.21036)  -0.05
C (-0.39100, -1.35126, -1.07260)  -0.36
O (-4.94112, 0.96985, 0.44717)  -0.07
H (2.05830, -2.26698, -4.04514)  0.08
O (-1.38858, 2.57749, -1.42166)  -0.07
H (2.10504, 0.57177, 3.43934)  0.05
H (1.31209, 3.59041, -2.34529)  0.07
H (-0.19068, -3.59730, -2.79838)  -0.12
H (-3.43406, 1.50489, 0.72979)  0.06
H (1.52685, -0.51586, 0.79758)  0.12
C (0.59547, 1.50384, 1.18484)  -0.08
H (-3.29933, -0.47058, -1.74699)  -0.04
O (3.44336, 1.38380, -1.28783)  -0.07
O (3.96711, 1.81411, 1.29451)  -0.02
O (-4.12815, -0.72883, -1.43070)  -0.03
H (0.27318, 1.25103, 2.21267)  0.06
H (3.57583, 1.18350, 1.94078)  0.01
H (-1.73727, 2.26069, -0.55644)  0.00
H (-1.66550, 1.94084, -2.10524)  0.04
H (-2.56893, 0.16252, 3.50248)  0.04
O (-1.76278, 0.08462, -2.39118)  -0.02
H (2.66279, 1.92133, -1.42109)  -0.02
H (-4.63339, -0.91794, -2.26554)  0.11
C (-1.39410, -2.51046, -0.93220)  -0.49
H (-0.18563, 2.16588, 0.75040)  0.06
O (2.12860, -2.17257, 2.30413)  -0.08
H (-5.42497, 0.36844, 1.08293)  0.10
H (3.19465, -0.23842, -1.34813)  0.05
H (2.34486, -2.86678, 2.89728)  0.04
H (-1.93734, 0.84560, 2.15780)  0.05
O (1.26567, 2.92105, -1.65884)  -0.04
H (-0.00517, -0.50640, -3.19990)  0.14
C (0.81361, 0.27449, 0.30964)  -0.22
H (-1.09554, -3.17824, -0.08120)  0.09
S (-1.52767, -3.47603, -2.48418)  0.74
H (-2.57026, 2.67631, 1.39808)  0.11
H (-0.85378, -0.99362, 2.92627)  0.02